(1)
ORCA calculation (ωB97M-V/def2-TZVPD) on a cluster of 2 separate species, C30H28BF9O2 in total at a distorted geometry.

```
70
Properties=species:S:1:pos:R:3:lowdin_charge:R:1
C -0.17970 5.54924 -0.28566 -0.015
C -0.55971 4.14065 0.12263 -0.487
C -1.89232 4.18441 0.86655 -0.012
O -0.67075 3.34731 -1.03777 0.049
B -0.38265 1.99571 -0.61788 -0.858
C -1.79333 1.16749 -0.45799 -0.055
C -1.87462 0.11690 0.42792 0.038
C -3.05477 -0.62268 0.50089 -0.106
C -3.09139 -1.85871 1.35225 -0.508
F -4.05607 -1.80431 2.31584 0.126
F -3.34379 -2.98213 0.59857 0.103
F -1.90047 -2.09159 1.99638 0.087
C -4.18683 -0.25519 -0.21600 0.046
C -4.08905 0.84303 -1.05858 -0.098
C -5.28669 1.25813 -1.87590 -0.509
F -5.03982 2.35795 -2.65012 0.112
F -5.68991 0.25816 -2.72404 0.113
F -6.36177 1.56379 -1.08190 0.114
C -2.90347 1.56376 -1.18019 0.050
C 0.45985 1.25218 -1.86230 -0.024
C 0.85075 -0.12147 -1.50176 -0.087
C 1.54493 -0.42100 -0.37952 0.050
O 0.26266 2.00366 0.68247 0.025
C 0.57348 3.34751 0.96366 -0.492
C 1.97279 3.66738 0.46751 -0.016
C 0.51712 3.58155 2.46147 -0.013
H -0.03110 6.16534 0.60846 0.089
H 0.73868 5.55682 -0.87937 0.082
H -0.99069 5.98551 -0.87951 0.093
H -1.86928 4.94919 1.65543 0.090
H -2.69105 4.42808 0.15450 0.097
H -2.14433 3.21465 1.31626 0.091
H -1.03228 -0.15985 1.05272 0.116
H -5.11226 -0.80914 -0.12237 0.139
H -2.86692 2.42223 -1.84221 0.133
H -0.21700 1.23742 -2.73138 0.116
H 1.33914 1.88415 -2.05521 0.126
H 0.60025 -0.91418 -2.21183 0.117
H 2.40970 -1.09308 -0.40572 0.068
H 1.34540 0.15618 0.52850 0.087
H 2.28921 4.65476 0.82321 0.089
H 2.67330 2.91866 0.85306 0.092
H 2.03128 3.65313 -0.62770 0.088
H 0.72427 4.63933 2.67085 0.091
H -0.46553 3.32111 2.87137 0.083
H 1.28216 2.96691 2.95398 0.089
F 2.56217 -4.32537 -4.00653 0.050
C 1.62834 -4.27638 -2.99396 -0.220
C 0.39624 -4.88850 -3.21340 0.093
C -0.55230 -4.72190 -2.20310 -0.216
F -1.80692 -5.24594 -2.42041 0.056
C -0.29778 -4.03450 -1.02708 0.078
C 1.01919 -3.55126 -0.76193 -0.205
C 1.32206 -2.99126 0.51789 0.057
C 2.52602 -3.17045 1.26165 -0.197
C 2.54262 -2.73524 2.62311 -0.003
C 3.72238 -2.69286 3.35008 -0.047
C 4.94609 -3.03210 2.74803 0.026
C 4.90860 -3.54997 1.45540 -0.222
F 6.11119 -3.81738 0.83344 0.044
C 3.73439 -3.71366 0.72872 0.073
C 1.95276 -3.59209 -1.83009 0.027
H 0.18351 -5.43943 -4.12515 0.141
H -1.07940 -3.89473 -0.28218 0.122
H 0.47115 -2.57787 1.06987 0.119
H 1.59680 -2.42525 3.07170 0.126
H 3.70467 -2.36968 4.38986 0.117
H 5.89321 -2.91542 3.27037 0.129
H 3.76533 -4.17713 -0.25689 0.118
H 2.91225 -3.08054 -1.75897 0.128
```

* max |F|: 1.97 eV/A
* total energy: -2234.0751 a.u.
* gap between HOMO and LUMO: 4.309 eV

(2)
ORCA calculation (ωB97M-V/def2-TZVPD) on the molecule C3H5NO at a distorted geometry.

```
10
Properties=species:S:1:pos:R:3:lowdin_charge:R:1
O 2.40663 -0.57126 -0.37502 0.061
C 1.50513 0.11932 0.02565 -0.324
N 0.25844 -0.08535 0.68503 -0.066
C -0.93813 0.61915 0.21610 -0.115
C -0.71962 -0.83323 -0.04226 -0.139
H 1.58996 1.21257 -0.25674 0.134
H -1.60733 0.97653 0.99980 0.106
H -0.86287 1.27554 -0.65332 0.107
H -0.39831 -1.08931 -1.09378 0.132
H -1.23390 -1.62397 0.49454 0.103
```

* max |F|: 3.12 eV/A
* total energy: -247.2435 a.u.
* gap between HOMO and LUMO: 10.874 eV

(3)
ORCA calculation (ωB97M-V/def2-TZVPD) on a structure of composition Cl4O16Sr3 at a distorted geometry.

```
23
Properties=species:S:1:pos:R:3:lowdin_charge:R:1
Sr -3.75584 0.20279 0.27047 2.010
Sr 1.84716 0.13493 -1.74857 1.927
Sr 0.52632 3.10404 1.49795 1.943
Cl 0.12608 2.50362 -2.86543 0.674
O 1.37498 2.00361 -2.26092 -0.650
O 0.05134 2.04611 -4.16660 -0.219
O -0.88923 1.75303 -2.19659 -0.377
O -0.04259 3.88696 -2.76102 -0.222
Cl -2.05389 -2.38604 1.52688 0.719
O -2.93191 -3.40803 1.00128 -0.247
O -2.31376 -0.95399 1.61480 -0.597
O -1.91777 -2.52415 3.02435 -0.329
O -0.76491 -2.58434 1.07633 -0.258
Cl 2.77098 -1.34047 0.95052 0.668
O 3.14061 -0.65177 -0.19742 -0.544
O 1.37058 -1.18452 1.18374 -0.381
O 3.10827 -2.75356 1.06705 -0.266
O 3.47039 -0.99647 2.10318 -0.274
Cl -0.66864 0.57450 0.21494 0.832
O -0.55196 2.07828 0.21148 -0.718
O -1.97650 0.22171 0.13715 -0.795
O 0.11164 0.33799 -0.97815 -0.657
O -0.03134 -0.06424 1.29457 -0.241
```

* max |F|: 14.35 eV/A
* total energy: -3134.6696 a.u.
* gap between HOMO and LUMO: 5.053 eV
* net charge: +2

(4)
ORCA calculation (ωB97M-V/def2-TZVPD) on a structure of composition C15H24N6O6Pt at a distorted geometry.

```
52
Properties=species:S:1:pos:R:3:lowdin_charge:R:1
O 1.53473 -0.48466 -4.21449 -0.071
H 0.60567 -0.10254 -4.63075 0.090
Pt -0.10527 -0.06398 -0.87588 1.468
N -0.22415 1.75874 -0.08665 -0.309
N 1.74938 0.71384 -1.29593 -0.271
N -1.55286 -0.97706 0.04909 -0.293
N 0.32733 -1.97635 -1.24642 -0.251
O -1.06824 2.02090 0.85312 -0.188
O -2.31998 -0.39876 0.92617 -0.016
O 1.46336 -2.47739 -1.66289 -0.019
O 2.72880 -0.04967 -1.51381 -0.138
C 1.90777 2.06770 -1.07579 -0.255
C 0.78106 2.64754 -0.38197 -0.263
C -1.73577 -2.26906 -0.26026 -0.301
C -0.68717 -2.82354 -1.03163 -0.301
C 0.67180 4.07815 0.02710 -0.002
H 1.05778 4.16810 1.03919 0.092
H -0.36289 4.40171 -0.04345 0.089
H 1.30881 4.66485 -0.63017 0.077
C 3.09846 2.75027 -1.65022 -0.014
H 2.97213 2.87560 -2.71700 0.092
H 3.96901 2.14453 -1.47783 0.075
H 3.22493 3.70779 -1.17141 0.070
C -2.93376 -2.98751 0.25665 -0.018
C -0.64383 -4.20009 -1.60169 -0.017
H -3.79731 -2.30042 0.36672 0.089
H -2.80894 -3.47079 1.25784 0.099
H -3.24075 -3.82189 -0.40510 0.080
H -0.08002 -4.19468 -2.55836 0.094
H -1.67643 -4.54584 -1.78703 0.078
H -0.16138 -4.93431 -0.91724 0.099
H -2.06050 0.57828 1.01819 0.091
H 2.04200 -1.67205 -1.84971 0.076
C -1.41050 0.72962 -2.07085 -0.221
H -1.09367 1.71735 -2.49061 0.045
H -2.43505 0.27144 -2.07478 0.051
H -0.67491 0.04431 -2.68670 -0.016
O -3.77727 3.22104 0.04626 -0.102
H -4.29470 2.40716 -0.17098 0.044
H -2.87659 2.87969 0.27618 0.001
N 1.09393 -0.51743 6.66684 0.167
C 1.06170 -0.51462 5.49019 -0.145
C 1.05686 -0.51928 4.05526 -0.210
C 0.54601 -1.58151 3.34100 0.011
C 0.50575 -1.53427 1.96044 -0.079
N 0.88010 -0.42298 1.30637 0.023
C 1.53235 0.54681 1.97765 -0.078
C 1.57621 0.55025 3.34612 0.009
H 0.15086 -2.45065 3.80833 0.117
H 0.16357 -2.37062 1.33784 0.117
H 2.01673 1.31730 1.36590 0.119
H 1.99490 1.39900 3.80718 0.114
```

* spin multiplicity: 3
* max |F|: 7.89 eV/A
* total energy: -1484.8124 a.u.
* gap between HOMO and LUMO (spin up / spin down): 5.848 / 5.419 eV